[1]
C5H11NO | the ωB97M-V functional and the def2-TZVPD basis

SMILES: N/C=C/CCCO
Calculated total energy in eV: -8897.8936
HOMO level in eV: -7.70
Energy above the lowest of the compared OMol25 structures with the same formula, charge and spin in eV: 3.8038
Gap between HOMO and LUMO in eV: 8.23

Atoms and positions in Å:
N 2.3812 0.2714 -0.7808
C 1.8365 -0.7489 0.0500
C 1.0313 -0.4929 1.1014
C -0.4596 -0.8601 1.0618
C -1.1538 -0.7402 -0.3493
C -2.0333 0.5012 -0.4960
O -1.4056 1.7961 -0.3153
H 2.2883 1.1495 -0.2664
H 3.3904 0.1342 -0.9252
H 1.7282 -1.7232 -0.4287
H 1.3245 -0.1676 2.1000
H -0.6301 -1.9152 1.3018
H -0.9213 -0.1412 1.7483
H -1.8723 -1.5355 -0.5780
H -0.4375 -0.5622 -1.1578
H -2.5239 0.5140 -1.4792
H -2.8818 0.5164 0.1914
H -0.4773 1.5998 -0.5332

Atoms 1-6, force components in eV/Å:
2.0 -0.4 1.9
-1.1 0.1 -1.1
-1.0 -0.4 0.9
0.3 -1.3 -1.1
-0.2 2.0 0.4
-1.2 1.0 0.2

=====

[2]
C6H10N2O | the ωB97M-V functional and the def2-TZVPD basis

SMILES: Cc1onnc1C(C)C
Calculated total energy in eV: -11409.1682
HOMO level in eV: -9.56
Energy above the lowest of the compared OMol25 structures with the same formula, charge and spin in eV: 2.9196
Gap between HOMO and LUMO in eV: 10.38

Atoms and positions in Å:
C -0.2830 -2.5115 0.7788
C -0.8032 -1.4739 -0.0795
O -2.0051 -1.7681 -0.6590
N -2.4540 -0.6254 -1.2538
N -1.6288 0.3096 -1.0082
C -0.5613 -0.1406 -0.2755
C 0.6211 0.8391 0.2144
C 0.0721 2.1785 0.6858
C 1.5950 0.9418 -1.0317
H -0.7500 -2.5111 1.7003
H -0.6469 -3.4205 0.4036
H 0.7444 -2.4025 0.9612
H 1.1759 0.2979 1.0365
H -0.9086 1.7879 1.2906
H -0.2244 2.8494 -0.0166
H 0.7787 2.5939 1.3513
H 0.9381 1.1430 -1.8092
H 2.1207 0.0894 -1.3988
H 2.2191 1.8232 -0.8901

Atoms 1-6, force components in eV/Å:
0.0 0.2 -0.7
-1.2 1.6 -0.1
1.3 0.1 0.2
0.3 1.2 0.1
-0.5 -0.1 -0.6
1.0 0.1 0.9

=====

[3]
C50H59HgN6O4P2S | the ωB97M-V functional and the def2-TZVPD basis

Calculated total energy in eV: -103529.0676
HOMO level (spin up / spin down) in eV: -1.67 / -1.68
Energy above the lowest of the compared OMol25 structures with the same formula, charge and spin in eV: 0.5157
2S+1: 2
Net charge: -2
Gap between HOMO and LUMO (spin up / spin down) in eV: 5.57 / 4.92

Atoms and positions in Å:
Hg 0.3338 -0.5321 -0.6761
C 4.1413 1.4040 0.6043
C 3.9064 0.1257 1.4126
C 4.0449 -1.0805 0.4946
P 2.1674 0.2384 2.1514
C 2.4881 1.4342 3.6051
C 1.5810 1.1382 4.7987
C 3.9301 1.5112 4.1089
C 2.0591 -1.3376 3.0735
C 3.0618 -2.1753 3.5261
C 2.7511 -3.3368 4.2328
C 1.4174 -3.6359 4.4882
C 0.3958 -2.7932 4.0804
C 0.6937 -1.6064 3.3817
N -0.1336 -0.5737 3.1004
C -1.4043 -0.6601 2.6597
C -1.9819 -1.8284 2.0974
C -3.3089 -1.8667 1.7325
C -4.1161 -0.7366 1.8580
C -3.5442 0.4426 2.3116
C -2.2109 0.5153 2.7144
P -1.3796 1.9826 3.4275
C -2.2185 2.1097 5.1071
C -3.7396 2.1711 5.2160
C -1.5881 3.2528 5.9067
C -1.9195 3.5239 2.5086
C -0.8909 3.7572 1.3953
C -3.3285 3.6916 1.9417
H 5.1653 1.4459 0.2184
H 3.4563 1.4294 -0.2483
H 3.9626 2.3066 1.1944
H 4.6570 0.0416 2.1979
H 3.2182 -1.1337 -0.2142
H 4.9721 -1.0157 -0.0889
H 4.0617 -2.0152 1.0439
H 2.1995 2.4154 3.2099
H 1.8355 0.1738 5.2458
H 1.7124 1.9146 5.5602
H 0.5338 1.1045 4.5017
H 4.2718 0.5316 4.4519
H 4.6288 1.8854 3.3621
H 3.9673 2.1918 4.9658
H 4.1032 -1.9444 3.3252
H 3.5387 -4.0038 4.5639
H 1.1693 -4.5417 5.0325
H -0.6279 -3.0249 4.3440
H -1.3529 -2.6929 1.9310
H -3.7213 -2.7816 1.3233
H -5.1616 -0.7638 1.5750
H -4.1660 1.3246 2.3535
H -1.8968 1.1656 5.5647
H -4.1207 3.1400 4.8850
H -4.2187 1.3858 4.6340
H -4.0400 2.0441 6.2624
H -1.9548 4.2205 5.5531
H -1.8435 3.1724 6.9682
H -0.5004 3.2482 5.8136
H -1.7630 4.3020 3.2663
H -1.0458 3.0657 0.5665
H -0.9713 4.7718 0.9935
H 0.1249 3.6054 1.7604
H -3.5118 2.9720 1.1435
H -4.1036 3.5794 2.6990
H -3.4272 4.6922 1.5053
O -1.5054 -4.3969 -2.6601
C -0.8515 -3.5400 -2.0197
N -1.2676 -2.3542 -1.6330
C -2.6235 -2.1101 -2.0284
C -3.0419 -0.6765 -1.9100
C -4.3781 -0.3197 -2.1008
C -4.7355 1.0117 -2.0516
C -3.7527 1.9634 -1.8098
C -2.4586 1.5186 -1.6180
N -2.1138 0.2302 -1.6687
C 0.5544 -3.9454 -1.6580
C 1.3634 -4.5105 -2.6428
C 2.6065 -4.9949 -2.2922
C 2.9866 -4.9477 -0.9582
C 2.1117 -4.3782 -0.0485
N 0.9297 -3.8624 -0.3834
H -3.3237 -2.7194 -1.4411
H -2.7795 -2.4207 -3.0728
H -5.1145 -1.0899 -2.2966
H -5.7661 1.3095 -2.2062
H -3.9769 3.0210 -1.7809
H -1.6500 2.2186 -1.4453
H 0.9928 -4.5599 -3.6575
H 3.2660 -5.4187 -3.0408
H 3.9422 -5.3366 -0.6289
H 2.3566 -4.3313 1.0036
N 2.6941 1.4629 -3.4912
C 3.2892 0.3072 -3.2760
S 2.5609 -1.1685 -3.0702
N 4.7167 0.3908 -3.2506
C 5.4621 0.4508 -4.4313
C 4.9262 0.9085 -5.6374
C 5.7189 0.9627 -6.7726
C 7.0501 0.5716 -6.7390
C 7.5814 0.1081 -5.5426
C 6.7992 0.0439 -4.4034
H 1.6624 1.6413 -3.3847
H 3.2822 2.2824 -3.4814
H 5.0820 -0.2851 -2.5938
H 3.8853 1.1980 -5.6847
H 5.2825 1.3076 -7.7018
H 7.6626 0.6219 -7.6298
H 8.6136 -0.2177 -5.4975
H 7.2130 -0.3293 -3.4734
O -2.9123 2.8508 -5.7089
C -2.3431 1.6431 -5.5561
C -2.8417 0.5645 -6.2896
C -2.2810 -0.6935 -6.1504
C -1.2259 -0.9053 -5.2690
C -0.7325 0.1635 -4.5398
C -1.2637 1.4424 -4.6747
C -0.7193 2.5903 -3.8582
O -1.3208 3.6969 -3.9500
O 0.2708 2.3807 -3.1157
H -2.4062 3.4324 -5.0430
H -3.6789 0.7386 -6.9549
H -2.6775 -1.5205 -6.7289
H -0.8028 -1.8935 -5.1409
H 0.0656 0.0032 -3.8255

Atoms 1-6, force components in eV/Å:
-0.7 -0.6 -0.3
0.0 0.0 0.1
-0.3 0.1 0.0
0.0 0.0 -0.1
0.7 -0.3 0.1
-0.2 0.1 -0.1

=====

[4]
C39H58AsGeN3O5PtSSe | the ωB97M-V functional and the def2-TZVPD basis

Calculated total energy in eV: -252861.1567
HOMO level (spin up / spin down) in eV: -12.79 / -13.10
2S+1: 5
Net charge: +2
Gap between HOMO and LUMO (spin up / spin down) in eV: 8.76 / 5.73

Atoms and positions in Å:
Pt 0.3386 0.5991 1.0083
C 3.1910 3.1381 1.8436
C 2.8379 2.8006 0.4424
N 1.9527 1.8962 0.0714
C 1.9419 1.8535 -1.3001
C 2.8452 2.7720 -1.7698
N 3.3896 3.3507 -0.6575
C 3.2580 3.2648 -3.1212
O 2.7453 2.6470 -4.1559
O 4.0163 4.1964 -3.1812
C 1.0974 0.8579 -2.0073
O 1.1611 0.7650 -3.2426
O 0.3345 0.1320 -1.2805
H 2.5926 2.5332 2.5203
H 3.0071 4.1933 2.0489
H 4.2459 2.9340 2.0320
H 4.0980 4.0718 -0.7059
H 2.1476 1.8899 -3.9105
C -0.8096 -4.6149 2.5109
S -0.6985 -3.5500 1.0364
O -1.3933 -0.6654 2.2403
C -2.2364 -4.0431 0.2648
C -3.4090 -3.3537 0.5493
C -4.6079 -3.8082 0.0181
C -4.6326 -4.9300 -0.7991
C -3.4524 -5.5976 -1.0989
C -2.2496 -5.1576 -0.5642
H -1.6432 -4.2903 3.1292
H 0.1305 -4.5300 3.0517
H -0.9577 -5.6429 2.1922
H -3.3739 -2.4869 1.1974
H -5.5265 -3.2931 0.2660
H -5.5730 -5.3013 -1.1829
H -3.4616 -6.4740 -1.7332
H -1.3295 -5.6903 -0.7696
C -3.2354 2.1947 1.0943
As -1.4538 2.2472 0.3098
C -1.9758 2.4108 -1.5590
C -0.7524 4.0338 0.7887
C -1.6694 5.1554 0.4176
C -2.6935 5.5446 1.2800
C -3.5045 6.6231 0.9692
C -3.3062 7.3233 -0.2127
C -2.2957 6.9387 -1.0813
C -1.4897 5.8534 -0.7747
H -3.8399 2.9878 0.6557
H -3.2078 2.3211 2.1749
H -3.6883 1.2301 0.8675
H -2.3412 3.4241 -1.7272
H -2.7842 1.7064 -1.7505
H -1.1541 2.2039 -2.2404
H 0.2097 4.1296 0.2840
H -0.5759 4.0054 1.8654
H -2.8300 5.0117 2.2145
H -4.2906 6.9233 1.6488
H -3.9309 8.1736 -0.4489
H -2.1334 7.4882 -1.9986
H -0.6926 5.5635 -1.4509
C 5.4062 -0.3186 5.3220
C 4.5658 -0.3973 4.0786
C 5.1384 -0.7329 2.8493
C 4.3734 -0.8268 1.6795
C 5.0125 -1.1954 0.3702
C 3.0211 -0.5937 1.7654
C 2.3946 -0.2202 2.9891
C 3.2101 -0.1326 4.1426
N 1.0720 0.0769 2.9543
C 0.1735 -0.0576 4.0919
C -1.2656 -0.0532 3.5188
C 0.4178 -1.3855 4.8245
C 0.2764 1.1449 5.0461
H 6.4440 -0.5640 5.1099
H 5.0342 -1.0174 6.0717
H 5.3673 0.6814 5.7551
H 6.2025 -0.9272 2.7967
H 6.0960 -1.1307 0.4391
H 4.6708 -0.5393 -0.4314
H 4.7494 -2.2186 0.0969
H 2.3891 -0.7471 0.8912
H 2.7963 0.2110 5.0796
H -1.0630 -1.5888 2.2445
H -1.5899 0.9789 3.3687
H -1.9345 -0.5308 4.2383
H 0.4704 -2.2110 4.1108
H -0.3901 -1.5734 5.5297
H 1.3509 -1.3717 5.3821
H 0.3945 2.0647 4.4715
H 1.1118 1.0516 5.7359
H -0.6345 1.2174 5.6408
C -1.9514 -4.7101 -6.4290
Ge -0.8038 -3.2050 -5.9028
C -1.6877 -1.4501 -6.0241
C 0.9796 -3.2687 -6.7070
C -0.4771 -3.5608 -3.8685
Se -0.0900 -1.9725 -2.9304
C -1.8833 -1.6488 -2.2962
H -2.1361 -4.6572 -7.5020
H -2.9124 -4.6797 -5.9181
H -1.4654 -5.6612 -6.2169
H -1.7151 -1.1123 -7.0592
H -1.1437 -0.7040 -5.4430
H -2.7167 -1.5062 -5.6691
H 0.8998 -3.0236 -7.7658
H 1.4030 -4.2683 -6.6212
H 1.6600 -2.5548 -6.2449
H 0.3889 -4.2220 -3.8577
H -1.3509 -4.0648 -3.4585
H -2.5617 -1.5532 -3.1421
H -1.8630 -0.7391 -1.7065
H -2.1754 -2.4905 -1.6697

Atoms 1-6, force components in eV/Å:
-0.3 0.1 -1.1
0.1 0.1 0.0
0.0 -0.1 0.1
-0.3 -0.3 0.3
0.3 0.1 -0.1
-0.2 -0.2 -0.1